No. 1
Below is C59H61F9NO3PSi2 as an isolated structure at a distorted geometry, with properties calculated with ωB97M-V/def2-TZVPD.

Each line ends with the Mulliken charge.
Geometry (Å):
C 6.06821 -3.66558 1.99648  -1.18
C 4.76583 -3.11668 2.56070  -0.26
P 3.44362 -2.94690 1.28555  -0.05
C 2.35627 -4.44179 1.25189  -0.26
C 3.18752 -5.73157 1.27032  -1.29
Si 2.31130 -1.07957 1.61309  0.06
C 0.42297 -1.29652 1.47288  -0.38
O -0.18409 -1.11344 2.77244  -0.23
N -0.72645 -2.32831 3.23455  0.23
O -0.61275 -2.43587 4.39059  -0.33
O 2.69921 -0.00231 0.38887  0.07
Si 4.29828 0.26943 -0.02076  0.39
H 6.06273 -4.74642 1.94075  0.36
H 6.88236 -3.40261 2.66570  0.49
H 6.28380 -3.23306 1.02944  0.26
H 4.97320 -2.10390 2.90607  0.01
H 4.45045 -3.66598 3.44025  0.43
H 1.62124 -4.49478 2.04637  0.16
H 1.80662 -4.41021 0.32037  0.43
H 3.05842 -6.27417 2.19789  0.28
H 4.23997 -5.53636 1.11507  0.35
H 2.87859 -6.38206 0.46155  0.31
H 2.58808 -0.43178 2.91679  -0.13
H 0.20692 -2.29096 1.09668  0.41
H 0.00131 -0.54811 0.81402  0.24
H 4.99992 -0.91205 -0.54399  -0.12
H 4.29574 1.29257 -1.08626  -0.20
H 5.04398 0.79322 1.13319  -0.14
F 0.19562 -6.57763 2.06223  -0.17
C -1.14006 -6.67637 2.24274  0.21
C -1.75385 -7.90165 2.08381  -0.64
C -3.12795 -7.98337 2.25830  -0.50
C -3.86283 -6.84904 2.57636  -0.70
C -3.22025 -5.62811 2.72850  -0.36
C -1.84573 -5.53885 2.56674  -0.02
H -1.16358 -8.77098 1.82537  0.44
H -3.62758 -8.93581 2.14459  0.60
H -4.93446 -6.91953 2.70401  0.41
H -3.78880 -4.74190 2.97620  0.40
H -1.32146 -4.60276 2.69217  0.40
F -0.36042 5.12298 -0.03639  -0.38
C -1.04571 4.06494 0.44391  0.18
C -0.48277 3.30057 1.44512  -0.60
C -1.19324 2.21475 1.93615  -0.45
C -2.44277 1.90368 1.41754  -0.65
C -2.98620 2.68267 0.40529  -0.45
C -2.28656 3.77499 -0.08583  -0.12
H 0.49670 3.55418 1.82850  0.48
H -0.76697 1.60593 2.72281  0.54
H -2.98953 1.05217 1.80017  0.43
H -3.95634 2.43842 -0.00674  0.46
H -2.69407 4.39529 -0.87256  0.55
F -6.60673 -8.53947 1.04249  -0.29
C -6.46284 -9.69316 0.35860  0.32
C -7.54554 -10.54029 0.23896  -0.49
C -7.39094 -11.72405 -0.46711  -0.33
C -6.16520 -12.04662 -1.03338  -0.51
C -5.08955 -11.18059 -0.89640  -0.42
C -5.23624 -9.99086 -0.19866  -0.34
H -8.49025 -10.27257 0.69280  0.41
H -8.23108 -12.39642 -0.57500  0.35
H -6.04934 -12.97240 -1.58048  0.37
H -4.13226 -11.43070 -1.33313  0.36
H -4.41309 -9.29765 -0.08801  0.57
F 6.33221 -0.01658 3.06095  -0.24
C 6.22475 0.79049 4.13749  0.41
C 5.06386 1.51512 4.31524  -0.11
C 4.95756 2.33947 5.42544  -0.49
C 6.00552 2.43224 6.33079  -0.55
C 7.16378 1.69516 6.12835  -0.34
C 7.27827 0.86261 5.02497  -0.54
H 4.26114 1.43094 3.59488  0.33
H 4.05269 2.91030 5.58351  0.37
H 5.91865 3.07842 7.19378  0.37
H 7.98268 1.76802 6.83099  0.36
H 8.16967 0.27490 4.85085  0.43
F 7.91546 -6.46678 0.24032  -0.31
C 9.09438 -5.96996 0.66430  0.38
C 10.14723 -5.89010 -0.22424  -0.51
C 11.35648 -5.37515 0.21906  -0.29
C 11.49877 -4.95546 1.53464  -0.50
C 10.42636 -5.04744 2.41074  -0.45
C 9.21179 -5.55513 1.97473  -0.26
H 10.01673 -6.22749 -1.24367  0.41
H 12.18998 -5.30118 -0.46607  0.36
H 12.44462 -4.55671 1.87562  0.37
H 10.53423 -4.72322 3.43694  0.37
H 8.36201 -5.62984 2.63939  0.43
F -7.90200 5.59078 0.01970  -0.34
C -7.03559 6.25739 -0.76858  0.50
C -7.48764 7.34150 -1.49336  -0.62
C -6.58959 8.02668 -2.29965  -0.14
C -5.26562 7.61757 -2.37610  -1.37
C -4.83542 6.52221 -1.64189  0.18
C -5.72211 5.83659 -0.82526  -0.37
H -8.52529 7.63932 -1.42354  0.45
H -6.92545 8.88341 -2.86829  0.42
H -4.56879 8.15368 -3.00634  0.48
H -3.80420 6.20296 -1.70416  0.41
H -5.40463 4.98510 -0.23715  0.40
F -2.56612 9.97208 -1.80765  -0.30
C -2.75240 10.08486 -0.47528  0.31
C -3.96616 9.71019 0.06266  -0.08
C -4.15251 9.82306 1.43225  -0.49
C -3.13335 10.31178 2.23836  -0.50
C -1.92181 10.68521 1.67334  -0.36
C -1.72287 10.56940 0.30533  -0.52
H -4.74822 9.33686 -0.58348  0.40
H -5.09612 9.52632 1.86996  0.38
H -3.28327 10.40030 3.30601  0.38
H -1.12711 11.06860 2.29886  0.37
H -0.78420 10.84839 -0.15444  0.43
F -0.43511 2.14102 -6.83822  -0.36
C -0.20936 2.60910 -5.59166  0.09
C 0.14728 3.93254 -5.42742  -0.02
C 0.36627 4.41186 -4.14489  -0.58
C 0.23155 3.56729 -3.05224  -0.56
C -0.12223 2.23897 -3.24053  -0.40
C -0.34896 1.75135 -4.51949  -0.45
H 0.24623 4.57459 -6.29288  0.45
H 0.63649 5.44880 -3.99868  0.41
H 0.40010 3.94768 -2.05450  0.44
H -0.22538 1.58004 -2.38859  0.52
H -0.63510 0.72169 -4.68861  0.44
F -4.57617 5.34044 -5.47097  -0.23
C -4.31499 4.90328 -6.71963  0.29
C -5.07216 5.38437 -7.76849  -0.53
C -4.79608 4.93468 -9.05130  -0.34
C -3.78034 4.01309 -9.26607  -0.61
C -3.03371 3.53974 -8.19538  -0.25
C -3.29798 3.99014 -6.91020  -0.31
H -5.86262 6.09794 -7.57779  0.42
H -5.37656 5.30581 -9.88515  0.36
H -3.57128 3.66344 -10.26820  0.37
H -2.24476 2.81996 -8.35803  0.39
H -2.72485 3.64126 -6.06151  0.45

HOMO ... -7.9892 eV
F_max ... 1.0 eV/A



No. 2
Below is one molecule with the formula C3H4N4O at a distorted geometry, with properties calculated with ωB97M-V/def2-TZVPD.

Each line ends with the Mulliken charge.
Geometry (Å):
C -0.13079 -1.49376 -0.21084  0.01
C -1.77324 -0.08869 -0.01034  0.47
C -0.54000 0.73848 -0.15311  0.43
H 1.81037 -0.17117 1.23865  0.22
H 2.36834 0.21840 -0.49002  0.24
H 0.54175 -2.33885 -0.06472  0.42
H 0.45007 2.26279 -0.26074  0.29
N 1.66772 0.15443 0.28178  -0.59
N 0.44878 -0.22130 -0.24391  0.17
N -1.40620 -1.42661 -0.10043  -0.57
N -0.53057 2.01899 -0.19625  -0.58
O -2.90623 0.34728 0.20992  -0.50

Structure (SMILES) ... [H]/N=C1/C(=O)N=CN1N
HOMO ... -9.8663 eV
Energy above the lowest of the compared OMol25 structures with the same formula, charge and spin ... 228.65 kJ/mol
F_max ... 3.6 eV/A



No. 3
Below is one molecule with the formula C6H8, with properties calculated with ωB97M-V/def2-TZVPD.

Each line ends with the Mulliken charge.
Geometry (Å):
C -0.78673 -0.72727 -1.12336  -1.15
C 0.12238 -0.73178 0.08409  0.76
C 1.03418 -1.66537 0.29629  -0.97
C -0.06294 0.41518 1.05810  -0.72
C 0.02676 1.73231 0.42139  -0.39
C 0.11785 2.82634 -0.08043  0.08
H -0.67810 0.18919 -1.70721  0.30
H -1.84186 -0.78087 -0.81828  0.28
H -0.57680 -1.57978 -1.78177  0.33
H 1.12830 -2.51214 -0.37844  0.26
H 1.69363 -1.63260 1.16774  0.25
H 0.69405 0.34897 1.85556  0.30
H -1.04619 0.32796 1.54190  0.29
H 0.17546 3.78988 -0.53559  0.40

Structure (SMILES) ... C#CCC(=C)C
HOMO ... -9.6614 eV
Energy above the lowest of the compared OMol25 structures with the same formula, charge and spin ... 143.21 kJ/mol
F_max ... 0.9 eV/A



No. 4
Below is one molecule with the formula C19H16N4O3S2 at a distorted geometry, with properties calculated with ωB97M-V/def2-TZVPD.

Each line ends with the Mulliken charge.
Geometry (Å):
O -2.10973 -3.06175 0.88841  -0.63
C -2.38417 -2.42217 -0.09693  0.40
N -1.43119 -2.08413 -1.03069  -0.40
N -0.10448 -2.02507 -0.60303  -0.12
C 0.20595 -1.16876 0.41234  0.31
O -0.62005 -0.42179 0.89834  -0.58
C 1.63875 -1.14481 0.80903  0.88
C 1.96750 -0.72196 2.09336  -0.19
C 3.30682 -0.63683 2.43691  -0.51
N 4.28908 -0.92743 1.60169  -0.59
C 3.97526 -1.32004 0.38033  -0.63
C 2.67122 -1.44819 -0.07333  -0.41
H 2.47266 -1.74413 -1.09142  0.44
H 4.81292 -1.54130 -0.26795  0.43
H 3.61211 -0.31665 3.42413  0.39
H 1.18299 -0.47051 2.78927  0.51
H 0.45928 -2.84505 -0.77937  0.31
H -1.64007 -1.33599 -1.69079  0.50
C -3.81189 -2.03510 -0.45399  -0.27
C -4.00825 -0.65864 -1.09696  -1.44
N -3.39201 0.41158 -0.33709  0.26
C -4.00722 0.96136 0.74713  0.52
S -5.46531 0.51232 1.32103  -0.30
S -3.02790 2.25381 1.39558  -0.23
C -1.72700 1.94493 0.24337  0.72
C -0.50422 2.46769 0.48674  -0.96
C 0.78205 2.22382 -0.12095  0.72
C 1.90617 2.42070 0.69545  -0.73
C 3.17544 2.13833 0.23714  -0.50
C 3.35862 1.67827 -1.05804  -0.42
C 2.26157 1.51312 -1.88759  -0.70
C 0.98523 1.78216 -1.43084  -0.24
H 0.14446 1.65817 -2.09052  0.52
H 2.40111 1.17389 -2.90353  0.44
H 4.35278 1.46071 -1.41847  0.47
H 4.02662 2.27541 0.88708  0.41
H 1.76936 2.77318 1.70745  0.34
H -0.45406 3.09807 1.36858  0.34
C -2.17701 0.94362 -0.72186  0.08
O -1.63421 0.59200 -1.75420  -0.74
H -3.58712 -0.61658 -2.10496  0.43
H -5.08151 -0.45246 -1.15029  0.56
H -4.38536 -2.09001 0.47358  0.28
H -4.20517 -2.79377 -1.13413  0.36

Structure (SMILES) ... O=C(CCN1C(=O)/C(=C\c2ccccc2)SC1=S)NNC(=O)c1ccncc1
HOMO ... -8.3477 eV
Energy above the lowest of the compared OMol25 structures with the same formula, charge and spin ... 5.59 kJ/mol
F_max ... 1.0 eV/A